No. 1
Entry from the Open Molecules 2025 dataset: a molecular structure, C44H132Mg3O30P2 (the ωB97M-V functional and the def2-TZVPD basis).

```
! wB97M-V def2-TZVPD RIJCOSX def2/J DEFGRID3
* xyz 0 1
Mg -1.371 0.745 0.255
Mg 0.852 0.881 -2.869
Mg -0.033 -2.413 -0.754
P 1.307 0.199 0.410
O 0.471 0.883 -0.786
O 0.221 0.317 1.522
O 2.674 0.821 0.399
O 1.438 -1.322 -0.028
P -1.569 -1.041 -2.474
O -1.597 -0.842 -0.904
O -0.997 0.232 -3.091
O -2.950 -1.282 -3.037
O -0.668 -2.280 -2.570
C -5.027 1.811 -3.100
C -3.946 2.858 -2.998
O -2.775 2.293 -2.394
H -4.636 0.822 -3.447
H -5.848 2.026 -3.837
H -5.520 1.614 -2.119
H -4.249 3.643 -2.359
H -3.664 3.286 -4.024
H -2.515 1.425 -2.808
C 0.712 -6.780 4.014
C 2.220 -6.699 3.726
O 2.403 -5.931 2.546
H 0.192 -6.900 3.063
H 0.515 -5.886 4.594
H 0.508 -7.644 4.685
H 2.589 -7.705 3.555
H 2.770 -6.234 4.513
H 1.853 -5.147 2.553
C 1.030 -1.771 4.406
C 2.071 -2.123 3.370
O 1.474 -2.749 2.269
H 1.529 -1.780 5.419
H 0.230 -2.537 4.377
H 0.593 -0.780 4.169
H 2.913 -2.756 3.707
H 2.476 -1.180 2.964
H 1.526 -2.219 1.412
C 4.044 8.224 -3.661
C 3.930 8.426 -2.135
O 2.924 7.645 -1.574
H 4.675 7.404 -3.960
H 4.464 9.133 -4.096
H 3.070 8.067 -4.139
H 3.685 9.509 -1.992
H 4.947 8.252 -1.646
H 3.089 7.545 -0.628
C 0.366 -6.407 0.304
C 1.281 -5.567 -0.542
O 0.755 -4.356 -1.115
H 0.990 -7.064 0.828
H -0.399 -6.873 -0.365
H -0.095 -5.738 1.039
H 1.635 -6.205 -1.391
H 2.150 -5.267 -0.011
H 0.242 -4.597 -1.871
C -1.740 1.274 6.116
C -0.471 1.099 6.897
O 0.448 2.160 6.544
H -2.032 2.318 6.158
H -2.562 0.688 6.477
H -1.709 0.934 5.062
H 0.020 0.175 6.674
H -0.633 1.182 7.975
H 0.314 2.269 5.606
C -2.292 -4.087 2.880
C -1.934 -2.943 1.911
O -0.687 -3.176 1.138
H -2.601 -5.036 2.488
H -3.096 -3.640 3.414
H -1.497 -4.206 3.615
H -1.709 -2.039 2.502
H -2.678 -2.793 1.161
H -0.018 -3.176 1.858
C -0.224 7.100 -3.544
C -1.444 6.200 -3.912
O -2.474 6.158 -2.941
H 0.476 7.190 -4.393
H 0.274 6.717 -2.645
H -0.551 8.176 -3.366
H -0.982 5.193 -3.839
H -1.896 6.376 -4.899
H -2.934 7.004 -2.937
C -4.407 1.229 3.084
C -4.548 0.382 1.833
O -3.345 0.350 0.877
H -5.205 0.958 3.753
H -4.506 2.296 2.928
H -3.403 1.022 3.506
H -5.466 0.570 1.225
H -4.725 -0.608 2.218
H -3.698 -0.175 0.072
C 5.504 -4.548 3.784
C 5.705 -4.392 2.324
O 5.014 -5.354 1.535
H 4.576 -5.032 3.988
H 5.518 -3.549 4.263
H 6.184 -5.260 4.268
H 6.782 -4.448 2.065
H 5.394 -3.409 1.980
H 4.222 -5.716 1.939
C -2.470 -2.371 6.614
C -3.978 -2.388 6.469
O -4.385 -3.687 6.748
H -2.226 -2.184 7.722
H -2.022 -1.556 6.050
H -2.000 -3.274 6.241
H -4.265 -2.245 5.459
H -4.498 -1.716 7.072
H -3.873 -4.043 7.491
C -0.806 1.767 -6.615
C -0.475 2.424 -5.244
O 0.786 1.956 -4.598
H -1.879 1.941 -6.827
H -0.572 0.680 -6.534
H -0.272 2.104 -7.464
H -1.280 2.209 -4.534
H -0.333 3.441 -5.367
H 1.122 1.174 -5.079
C 2.741 1.946 3.605
C 1.663 2.760 2.940
O 0.401 2.293 3.450
H 2.684 0.856 3.380
H 2.626 2.013 4.694
H 3.724 2.233 3.196
H 1.712 2.588 1.862
H 1.848 3.763 3.213
H -0.006 1.652 2.809
C 4.403 1.412 -3.102
C 3.590 2.526 -2.400
O 2.248 2.238 -1.981
H 4.466 0.444 -2.615
H 5.409 1.704 -3.280
H 3.893 1.194 -4.055
H 3.480 3.449 -2.980
H 4.174 2.819 -1.528
H 2.194 1.896 -1.084
C 5.689 -2.104 -1.679
C 4.306 -2.547 -1.183
O 3.296 -1.695 -1.779
H 6.399 -2.924 -1.788
H 6.057 -1.288 -1.099
H 5.613 -1.696 -2.686
H 4.251 -2.498 -0.097
H 4.235 -3.595 -1.464
H 2.542 -1.650 -1.140
C -1.519 6.173 3.339
C -1.207 4.998 4.252
O 0.116 5.169 4.716
H -2.363 5.912 2.739
H -0.608 6.339 2.771
H -1.710 7.106 3.887
H -1.319 4.100 3.661
H -1.916 4.843 5.089
H 0.223 4.699 5.561
C -6.884 -1.700 -0.284
C -5.719 -1.995 -1.159
O -4.815 -0.906 -1.145
H -7.393 -0.817 -0.697
H -6.684 -1.606 0.749
H -7.509 -2.548 -0.523
H -5.961 -2.195 -2.202
H -5.221 -2.867 -0.770
H -4.075 -0.991 -1.853
C -3.744 -2.845 -6.715
C -2.410 -2.209 -6.323
O -2.570 -0.871 -5.857
H -3.479 -3.858 -7.007
H -4.243 -2.278 -7.518
H -4.330 -2.829 -5.821
H -1.798 -2.164 -7.241
H -1.826 -2.779 -5.594
H -2.772 -0.899 -4.944
C 4.063 4.599 0.896
C 4.912 3.363 1.010
O 5.853 3.289 -0.102
H 3.521 4.568 -0.015
H 4.701 5.500 0.836
H 3.446 4.679 1.799
H 4.245 2.513 1.035
H 5.471 3.390 1.945
H 6.711 3.507 0.277
C -3.234 -5.973 -3.044
C -2.703 -4.602 -2.565
O -3.415 -3.703 -3.314
H -2.683 -6.877 -2.732
H -3.127 -5.866 -4.123
H -4.274 -6.228 -2.707
H -1.632 -4.659 -2.695
H -2.732 -4.456 -1.462
H -3.213 -2.781 -3.122
C 2.332 -2.583 -4.957
C 1.492 -1.334 -4.730
O 1.917 -0.603 -3.624
H 3.163 -2.416 -5.633
H 1.770 -3.444 -5.364
H 2.636 -2.914 -3.915
H 0.470 -1.654 -4.705
H 1.595 -0.682 -5.627
H 2.484 -1.238 -3.117
C -0.023 4.476 -0.548
C -0.953 3.941 0.507
O -1.580 2.693 0.028
H 0.937 4.042 -0.437
H 0.073 5.553 -0.472
H -0.323 4.340 -1.575
H -1.772 4.664 0.736
H -0.474 3.727 1.441
H -2.049 2.752 -0.868
*
```

Results
LUMO (eV): 0.4
HOMO (eV): -9.09
Largest force on an atom (eV/A): 3.34
Energy (Ha): -5296.39127



No. 2
Entry from the Open Molecules 2025 dataset: 22 unconnected molecules or ions with the total composition C44H132O44 (the ωB97M-V functional and the def2-TZVPD basis).

```
! wB97M-V def2-TZVPD RIJCOSX def2/J DEFGRID3
* xyz 0 1
C -1.840 -2.667 5.043
C -1.993 -3.613 3.817
O -1.101 -3.083 2.770
O -1.871 -1.298 4.707
H -0.902 -2.995 5.594
H -2.650 -2.793 5.756
H -3.021 -3.526 3.408
H -1.751 -4.639 3.962
H -0.399 -3.744 2.694
H -1.548 -1.179 3.792
C 3.031 -3.465 3.929
C 1.955 -3.233 4.963
O 1.455 -1.887 4.858
O 2.420 -3.229 2.665
H 3.291 -4.511 3.949
H 3.964 -2.807 4.073
H 2.370 -3.320 5.943
H 1.159 -3.960 4.830
H 1.061 -1.788 3.999
H 2.858 -3.641 1.925
C -7.698 -0.608 3.344
C -7.789 -0.815 1.843
O -7.176 -2.068 1.594
O -6.376 -0.520 3.785
H -8.266 -1.382 3.911
H -8.197 0.301 3.499
H -7.244 -0.008 1.340
H -8.814 -0.835 1.552
H -6.990 -2.183 0.644
H -6.008 -1.426 3.860
C 0.533 -3.789 -1.630
C -0.049 -5.073 -1.362
O 0.441 -6.063 -2.277
O 1.959 -3.984 -1.565
H 0.079 -3.039 -0.977
H 0.322 -3.500 -2.605
H -1.133 -4.988 -1.495
H 0.093 -5.403 -0.316
H 1.387 -5.941 -2.297
H 2.398 -3.523 -2.271
C 2.209 3.108 1.573
C 2.917 3.416 0.299
O 4.121 2.730 0.117
O 2.907 3.400 2.762
H 1.839 2.112 1.599
H 1.279 3.704 1.511
H 3.050 4.450 0.109
H 2.218 3.046 -0.526
H 4.942 3.215 0.331
H 2.239 3.137 3.438
C -0.889 4.361 -0.780
C -1.237 3.682 -2.134
O -2.532 3.886 -2.709
O -1.729 3.929 0.303
H -0.802 5.435 -0.850
H 0.087 3.972 -0.459
H -1.105 2.589 -1.939
H -0.473 3.994 -2.871
H -3.161 3.493 -2.081
H -2.464 4.553 0.373
C -0.734 0.419 -4.742
C -2.168 0.868 -4.401
O -3.042 -0.318 -4.436
O -0.747 -0.304 -5.993
H -0.368 -0.067 -3.872
H -0.215 1.392 -4.906
H -2.590 1.610 -5.106
H -2.146 1.244 -3.369
H -3.265 -0.644 -5.387
H -0.092 -1.015 -5.984
C -4.535 -0.063 -0.965
C -5.211 1.302 -1.283
O -5.497 2.082 -0.142
O -3.181 0.013 -0.580
H -4.679 -0.737 -1.821
H -5.118 -0.490 -0.052
H -6.115 1.074 -1.753
H -4.552 1.858 -2.009
H -4.659 2.163 0.420
H -3.024 0.218 0.408
C -6.825 -3.966 -3.416
C -6.313 -2.720 -2.801
O -6.281 -2.940 -1.360
O -6.468 -4.056 -4.818
H -7.874 -4.050 -3.252
H -6.369 -4.859 -2.843
H -7.029 -1.891 -2.940
H -5.344 -2.479 -3.181
H -5.617 -3.632 -1.183
H -6.942 -4.814 -5.131
C -5.002 5.804 -1.208
C -5.058 5.882 0.286
O -3.791 5.461 0.814
O -5.264 4.504 -1.653
H -4.002 6.061 -1.514
H -5.633 6.580 -1.572
H -5.875 5.228 0.721
H -5.343 6.905 0.661
H -3.776 5.545 1.775
H -5.867 4.057 -0.943
C 4.882 -3.256 -0.938
C 6.365 -3.149 -0.827
O 6.614 -2.290 0.230
O 4.271 -1.987 -0.943
H 4.506 -3.836 -0.051
H 4.526 -3.778 -1.825
H 6.729 -2.644 -1.725
H 6.935 -4.060 -0.723
H 6.780 -1.494 -0.249
H 4.501 -1.456 -0.190
C -1.715 7.057 3.353
C -0.286 6.632 2.897
O 0.151 5.605 3.821
O -2.532 5.981 3.255
H -2.031 7.871 2.736
H -1.701 7.434 4.379
H 0.411 7.528 2.749
H -0.473 6.249 1.947
H 0.963 5.238 3.516
H -2.229 5.263 3.791
C 8.201 -0.176 -2.607
C 7.970 -0.854 -3.903
O 6.863 -0.326 -4.596
O 7.148 -0.332 -1.664
H 8.258 0.886 -2.796
H 9.095 -0.490 -2.051
H 7.851 -1.918 -3.644
H 8.899 -0.727 -4.533
H 6.052 -0.576 -4.067
H 6.444 0.300 -1.897
C 1.855 1.496 5.308
C 1.078 1.105 6.470
O -0.133 0.480 6.104
O 1.234 2.392 4.416
H 2.247 0.666 4.783
H 2.629 2.036 5.784
H 0.749 2.013 6.934
H 1.641 0.490 7.129
H 0.091 -0.346 5.683
H 0.295 2.398 4.546
C 1.513 -3.618 -5.266
C 2.961 -3.223 -5.186
O 3.441 -3.306 -3.782
O 0.555 -2.589 -4.973
H 1.386 -4.484 -4.575
H 1.293 -4.126 -6.280
H 3.174 -2.231 -5.632
H 3.544 -3.938 -5.801
H 3.772 -2.467 -3.435
H -0.134 -2.736 -4.303
C -3.459 1.206 3.891
C -4.091 2.218 2.983
O -3.574 2.194 1.666
O -2.159 1.615 4.265
H -3.480 0.230 3.399
H -4.094 1.007 4.748
H -4.015 3.215 3.433
H -5.112 1.985 2.878
H -2.771 2.720 1.580
H -1.809 1.098 4.966
C 0.618 0.278 0.099
C 0.016 0.332 1.530
O -1.109 -0.478 1.612
O -0.326 0.700 -0.868
H 0.986 -0.790 -0.066
H 1.492 0.927 -0.061
H -0.325 1.350 1.783
H 0.809 0.128 2.177
H -0.783 -1.336 1.787
H -1.064 0.058 -0.784
C 3.849 0.827 -2.970
C 4.600 1.900 -3.755
O 5.902 2.113 -3.334
O 4.388 -0.454 -3.187
H 2.795 0.883 -3.267
H 3.895 1.025 -1.944
H 4.063 2.841 -3.727
H 4.484 1.667 -4.845
H 6.548 1.953 -4.028
H 4.366 -0.854 -2.295
C 5.167 -0.868 2.899
C 4.196 -0.022 2.186
O 4.682 0.066 0.775
O 5.226 -2.259 2.552
H 4.787 -0.812 3.947
H 6.085 -0.361 2.876
H 4.166 0.994 2.601
H 3.187 -0.402 2.132
H 4.587 0.999 0.519
H 5.821 -2.331 1.767
C 8.461 3.459 1.364
C 7.747 4.059 0.140
O 6.321 4.414 0.334
O 8.115 4.284 2.486
H 9.522 3.473 1.155
H 8.051 2.450 1.496
H 7.785 3.475 -0.784
H 8.306 4.905 -0.127
H 6.265 5.012 1.100
H 8.271 3.723 3.242
C -3.304 -3.129 0.257
C -4.136 -2.631 1.467
O -4.653 -3.663 2.279
O -3.935 -4.175 -0.398
H -2.234 -3.362 0.358
H -3.247 -2.269 -0.381
H -4.967 -2.016 1.193
H -3.511 -1.972 2.059
H -5.611 -3.542 2.348
H -4.136 -4.827 0.243
C -2.622 -3.887 -4.472
C -2.888 -3.330 -5.917
O -3.909 -2.297 -5.999
O -2.080 -2.901 -3.584
H -1.869 -4.681 -4.518
H -3.529 -4.400 -4.043
H -3.069 -4.146 -6.611
H -1.935 -2.878 -6.287
H -4.751 -2.658 -5.735
H -2.399 -1.970 -3.749
*
```

Results
LUMO (eV): 0.4
HOMO (eV): -9.13
Largest force on an atom (eV/A): 3.33
Energy (Ha): -5065.86900